# 1
Density functional theory data (ωB97M-V/def2-TZVPD) for a molecular structure, C27H28Cl3N2O2PtSTe.

The geometry in ORCA input format:
```
! wB97M-V def2-TZVPD RIJCOSX def2/J DEFGRID3
* xyz -1 1
Pt 1.40058 -0.78159 -0.04324
C 3.75083 4.52343 0.73446
C 3.17433 4.02707 -0.58515
N 1.74494 3.74798 -0.53310
C 0.83218 4.87339 -0.71092
C 0.28481 5.42702 0.59967
C 1.24917 2.51807 -0.23123
S 2.39941 1.30483 0.21629
N -0.07627 2.45425 -0.20751
C -0.83160 1.35793 -0.32667
O -0.50872 0.24806 -0.79215
C -2.26449 1.56171 0.07764
C -2.77757 2.84042 0.28899
C -4.09708 3.01089 0.67447
C -4.91499 1.90352 0.86002
C -4.40910 0.62970 0.64750
C -3.09090 0.45774 0.24906
H 4.83691 4.60568 0.66231
H 3.51667 3.82090 1.53412
H 3.35647 5.50467 1.00371
H 3.68585 3.11745 -0.89117
H 3.32791 4.77070 -1.37154
H 0.01194 4.56019 -1.35580
H 1.39131 5.64877 -1.23854
H -0.23940 4.64576 1.14698
H -0.41480 6.24127 0.39722
H 1.08372 5.81542 1.23137
H -2.12764 3.69192 0.14447
H -4.49019 4.00801 0.83189
H -5.94534 2.03607 1.16819
H -5.03737 -0.23977 0.78932
H -2.68590 -0.52980 0.06888
Cl 8.75805 -3.70081 -0.69901
C 7.11086 -3.27718 -0.29033
C 6.83801 -2.05154 0.28740
C 5.53470 -1.72406 0.60653
Cl 5.24268 -0.18801 1.36945
C 4.41421 -2.57007 0.37748
O 3.20726 -2.28811 0.67318
C 4.79447 -3.81692 -0.21274
Cl 3.52338 -4.96533 -0.54081
C 6.08536 -4.17253 -0.54075
H 7.63177 -1.34860 0.49724
H 6.28305 -5.13647 -0.98759
C -5.83070 -3.02209 -0.74962
C -4.34640 -3.01211 -0.50634
C -3.44816 -2.89898 -1.55536
C -2.06916 -2.88574 -1.34810
C -1.15927 -2.72804 -2.53455
C -1.57676 -2.99200 -0.04468
Te 0.51798 -3.11097 0.30859
C -2.47035 -3.08529 1.03214
C -1.98651 -3.14670 2.45479
C -3.83732 -3.09855 0.78452
H -6.05797 -2.82408 -1.79706
H -6.33643 -2.26266 -0.14925
H -6.27051 -3.98698 -0.48691
H -3.82528 -2.79998 -2.56828
H -1.72726 -2.40427 -3.40709
H -0.65797 -3.66674 -2.78396
H -0.38313 -1.98946 -2.32854
H -1.23763 -2.37814 2.65497
H -1.51812 -4.10991 2.67225
H -2.81587 -3.00166 3.14764
H -4.52264 -3.15769 1.62527
*
```

E, eV: -94474.3302
ΔE to the lowest compared entry with this formula, charge and spin, eV: 1.756


# 2
Density functional theory data (ωB97M-V/def2-TZVPD) for 15 unconnected molecules or ions with the total composition C2H34NO15.

The geometry in ORCA input format:
```
! wB97M-V def2-TZVPD RIJCOSX def2/J DEFGRID3
* xyz 0 2
C -2.06647 -0.21082 0.26658
N -1.17769 -1.31107 0.75150
C -2.11952 -2.49887 1.10786
O -2.05176 -3.42168 0.15125
H -2.76843 -0.59590 -0.50627
H -1.49540 0.63350 -0.15066
H -2.62317 0.12991 1.13645
H -0.68211 -1.57376 -0.13417
H -3.19280 -2.19603 1.28261
H -1.68611 -2.81579 2.08468
H -0.54948 -0.64936 -3.43137
H -1.73071 -1.19971 -2.49108
O -1.40987 -0.42647 -3.00922
H 0.65834 -1.71644 2.98574
H -0.22842 -0.89583 1.79135
O 0.59222 -0.84700 2.53429
H 2.14228 1.41184 -3.48684
H 3.04675 0.94306 -2.32913
O 2.79386 0.71383 -3.28586
H -2.87153 3.50791 0.17854
H -1.77994 2.84990 1.05629
O -2.10187 2.94386 0.14545
H 0.23793 1.76993 -1.67357
H -0.44864 0.95839 -2.73635
O 0.07804 1.79132 -2.61934
H 0.20685 3.78255 0.12767
H 1.64071 3.16664 0.49753
O 1.01980 3.90337 0.64570
H 2.05688 0.39810 -0.44911
H 3.22452 0.94866 0.35094
O 2.66477 1.15669 -0.42967
H -2.31016 -2.81673 -1.25205
H -3.54700 -2.37998 -2.16437
O -2.60494 -2.55368 -2.16766
H 0.52352 0.70845 3.13824
H 0.66053 1.51493 4.49847
O 0.94552 1.48054 3.58435
H 3.33897 1.49262 2.74364
H 2.76374 0.23155 2.17647
O 3.54790 0.79893 2.11467
H 0.25367 -3.30187 -1.90907
H -0.55544 -3.48532 -0.60482
O 0.35651 -3.49541 -0.96782
H 1.30408 -1.20194 0.96770
H 1.23280 -2.10391 -0.27645
O 1.70338 -1.34592 0.09486
H -0.33209 2.31045 2.68111
H -0.06214 3.81191 2.57508
O -0.76570 3.16404 2.49283
H 1.29364 -1.55111 -2.03610
H 1.77186 -0.60860 -3.10742
O 1.10231 -1.31970 -2.94344
*
```

E, eV: -34826.4244
ΔE to the lowest compared entry with this formula, charge and spin, eV: 2.440


# 3
Density functional theory data (ωB97M-V/def2-TZVPD) for 10 unconnected molecules or ions with the total composition C23H64F6O19PS9.

The geometry in ORCA input format:
```
! wB97M-V def2-TZVPD RIJCOSX def2/J DEFGRID3
* xyz -1 1
P 0.43068 0.03450 -0.16151
F -0.39646 -0.33664 1.17159
F 0.19894 -1.47629 -0.71814
F -0.92497 0.50371 -0.90568
F 1.27168 0.42487 -1.50396
F 0.63787 1.58056 0.35593
F 1.84188 -0.36867 0.52478
O -4.08695 -2.15915 1.19878
S -3.79699 -3.10803 2.24307
O -4.79125 -4.05072 2.64907
O -2.45981 -3.93223 1.81339
C -1.41618 -3.18391 1.14552
C -1.46635 -3.41252 -0.36737
C -3.17150 -2.25900 3.73754
H -0.46756 -3.53040 1.55237
H -1.59686 -2.12741 1.35278
H -2.46580 -3.10696 -0.67387
H -1.32148 -4.47308 -0.56382
H -0.69054 -2.77360 -0.78865
H -2.64932 -1.32782 3.52797
H -2.50339 -2.97468 4.20816
H -4.02560 -1.98158 4.35180
O 4.36051 -5.35262 -0.18175
S 3.86494 -4.31766 0.68230
O 3.69310 -4.54380 2.09014
O 4.89018 -3.06736 0.56238
C 4.56427 -1.88616 1.28534
C 5.75484 -1.60961 2.19956
C 2.36770 -3.64040 -0.04960
H 3.66553 -1.90273 1.91366
H 4.28816 -1.02761 0.66640
H 5.88200 -2.21377 3.09532
H 5.56314 -0.63362 2.67854
H 6.68580 -1.42148 1.66793
H 1.91378 -2.89176 0.59331
H 1.71911 -4.50082 -0.19500
H 2.67257 -3.17945 -0.98499
O 2.62088 5.65217 0.40709
S 3.70704 4.86857 -0.14949
O 4.45833 5.36616 -1.26767
O 4.75296 4.52585 1.02788
C 4.38164 4.90454 2.36772
C 5.58342 4.58483 3.26941
C 3.05452 3.24577 -0.55022
H 3.54377 4.37340 2.82072
H 4.23056 5.98064 2.33320
H 5.35848 4.78327 4.31461
H 6.38328 5.25594 2.95337
H 5.84147 3.53610 3.13628
H 3.71942 2.73270 -1.24385
H 2.15016 3.42120 -1.12825
H 2.92019 2.65673 0.35007
O -0.78145 -6.02342 -6.47510
S 0.62946 -5.71231 -6.47242
O 1.23692 -5.07731 -7.60273
O 1.00910 -4.83116 -5.16342
C 0.20789 -4.95951 -3.94979
C 0.42141 -3.65749 -3.20459
C 1.54926 -7.25171 -6.02713
H 0.66263 -5.78946 -3.40498
H -0.82011 -5.18169 -4.22576
H 0.05101 -2.80917 -3.78108
H 1.46046 -3.44053 -2.97349
H -0.16915 -3.67835 -2.28655
H 2.60745 -7.02200 -6.11104
H 1.19482 -7.92573 -6.80524
H 1.31888 -7.63174 -5.03700
O -2.95652 2.06359 -5.66614
S -2.75270 1.96745 -4.24398
O -3.40296 2.90432 -3.35072
O -3.26107 0.50308 -3.75074
C -2.73552 -0.60728 -4.46177
C -3.31819 -1.84389 -3.76969
C -1.00362 1.89735 -3.87832
H -1.66181 -0.70809 -4.28170
H -3.00515 -0.66006 -5.51489
H -3.03657 -2.77346 -4.27241
H -4.39822 -1.85788 -3.61754
H -2.92406 -2.00220 -2.76037
H -0.64973 2.91700 -3.77691
H -0.50884 1.34797 -4.67455
H -0.96431 1.32406 -2.95130
C -5.80208 0.43854 1.02126
S -5.19034 1.72475 -0.11276
O -4.66711 2.85970 0.71354
C -3.74303 0.80553 -0.67451
H -5.77996 -0.54380 0.55406
H -6.81033 0.61415 1.38235
H -5.01547 0.51259 1.77440
H -4.04764 -0.16817 -1.07195
H -3.14150 0.60790 0.21515
H -3.18978 1.26821 -1.48318
C 1.81639 1.03739 3.67869
S 2.51144 1.07788 5.34572
O 3.35164 2.31672 5.42309
C 0.93620 1.53470 6.13684
H 1.66236 2.08072 3.40810
H 0.90939 0.44099 3.73191
H 2.50067 0.61538 2.94457
H 0.71389 2.56003 5.84643
H 1.05541 1.49034 7.22004
H 0.16294 0.79959 5.91375
C -0.68882 6.55420 -0.53954
S -1.41968 5.11976 0.25282
O -2.91323 5.33933 0.29712
C -1.22401 3.91635 -1.15244
H -1.35710 6.81410 -1.36068
H 0.33243 6.39299 -0.88223
H -0.68321 7.33784 0.21719
H -0.23885 3.44963 -1.11289
H -1.29423 4.41869 -2.11631
H -2.03785 3.21749 -0.98337
C -0.94779 2.62166 2.56280
S -2.32183 3.08248 3.63944
O -3.28530 3.97180 2.90077
C -3.09407 1.43199 3.79055
H -1.46814 2.54267 1.60188
H -0.44913 1.70744 2.84418
H -0.25352 3.43215 2.34886
H -4.06125 1.53267 4.27239
H -2.34272 0.86894 4.34645
H -3.22592 1.03439 2.78267
*
```

E, eV: -186904.7749
ΔE to the lowest compared entry with this formula, charge and spin, eV: 1.611


# 4
Density functional theory data (ωB97M-V/def2-TZVPD) for C19H19N3O5S in the gas phase.

The geometry in ORCA input format:
```
! wB97M-V def2-TZVPD RIJCOSX def2/J DEFGRID3
* xyz 0 1
C -1.77677 -1.49745 1.55732
H -2.79288 -1.12612 1.67784
H -1.77055 -2.27507 0.78799
H -1.42158 -1.91096 2.50469
O -1.00209 -0.38177 1.16209
C 0.30343 -0.54867 0.90157
C 0.98496 -1.76838 0.95171
C 2.32526 -1.83996 0.62983
C 3.03752 -0.70380 0.24609
C 2.36321 0.51866 0.21058
C 1.02967 0.58864 0.53435
S 0.25760 2.21443 0.50976
O 1.27221 3.16024 0.15663
O -0.49774 2.42985 1.70002
N -0.76482 2.19034 -0.82177
C -1.94036 1.44792 -0.90337
C -2.83762 1.45130 0.16151
C -3.98093 0.68206 0.10874
C -4.25737 -0.09186 -1.01489
C -3.39661 -0.04288 -2.10532
C -2.24270 0.71518 -2.04761
H -1.56802 0.73434 -2.89199
H -3.61991 -0.61413 -2.99573
N -5.39271 -0.91971 -1.06827
C -5.91434 -1.61668 -0.01781
O -5.46748 -1.57356 1.10599
C -7.11061 -2.45806 -0.41213
H -7.50743 -2.94959 0.47100
H -6.81674 -3.21373 -1.13802
H -7.88227 -1.83016 -0.85203
H -5.73534 -1.13887 -1.99264
H -4.66350 0.67100 0.94211
H -2.60519 2.03572 1.03484
H -0.22212 2.23855 -1.67071
H 2.87609 1.42841 -0.05834
C 4.44162 -0.77772 -0.10113
C 5.35639 -1.80140 -0.04658
C 6.55582 -1.22003 -0.52619
N 6.35267 0.03445 -0.83613
O 5.05772 0.32026 -0.57898
C 7.88173 -1.86576 -0.68391
H 8.59025 -1.14644 -1.08286
H 8.23804 -2.22820 0.27894
H 7.80743 -2.71512 -1.36103
H 5.21380 -2.80754 0.28593
H 2.82493 -2.79497 0.67393
H 0.46776 -2.66744 1.24527
*
```

SMILES: COc1ccc(-c2cc(C)no2)cc1S(=O)(=O)Nc1ccc(NC(C)=O)cc1
E, eV: -45553.2252
ΔE to the lowest compared entry with this formula, charge and spin, eV: 3.147


# 5
Density functional theory data (ωB97M-V/def2-TZVPD) for a molecular structure, C30H30N8OPt.

The geometry in ORCA input format:
```
! wB97M-V def2-TZVPD RIJCOSX def2/J DEFGRID3
* xyz 0 1
Pt 0.04829 -0.31831 0.79574
C 6.30080 1.10251 -1.13456
C 5.84191 -0.28005 -1.50264
C 6.31430 -0.91842 -2.64247
C 5.90395 -2.19990 -2.98129
C 5.02667 -2.88014 -2.15075
C 4.55931 -2.26968 -0.99883
C 4.93444 -0.96891 -0.69358
N 4.42696 -0.35944 0.47600
C 3.10253 -0.40935 0.91307
N 3.03003 -0.63487 2.24672
C 1.92329 -0.62602 3.13105
C 0.63632 -0.59480 2.64518
C -0.40931 -0.55780 3.57815
C -0.18340 -0.58844 4.93821
C 1.13581 -0.65244 5.38810
C 2.20582 -0.66574 4.51056
C 3.62303 -0.71581 5.01830
N 2.07722 -0.23607 0.13239
C 2.31564 0.19772 -1.21093
C 2.79927 1.47899 -1.43534
C 3.01914 1.93909 -2.72390
C 2.73708 1.11261 -3.79976
C 2.22094 -0.15547 -3.57106
C 1.98882 -0.63532 -2.28593
C 1.38007 -1.99493 -2.08219
H 6.91539 1.52694 -1.92673
H 6.90478 1.09552 -0.22187
H 5.45198 1.76741 -0.96708
H 7.01102 -0.39091 -3.28336
H 6.27730 -2.66727 -3.88284
H 4.71380 -3.88820 -2.39021
H 3.89484 -2.79621 -0.32389
H 5.04810 0.21805 1.01687
H 3.90323 -0.93529 2.64440
H -2.50365 -0.70589 3.54708
H -1.00467 -0.55859 5.64369
H 1.33251 -0.68052 6.45326
H 3.63473 -0.70255 6.10663
H 4.21343 0.13878 4.67384
H 4.14282 -1.62775 4.70493
H 2.99214 2.11734 -0.58068
H 3.40095 2.93959 -2.88383
H 2.90876 1.45367 -4.81282
H 1.98870 -0.79896 -4.41256
H 1.13236 -2.44538 -3.04293
H 0.47037 -1.94394 -1.47549
H 2.05879 -2.66852 -1.56029
N -4.38927 -1.35379 -0.83317
C -3.11263 -1.35789 -0.33835
O -2.19042 -1.78488 -1.02747
C -2.96463 -0.86604 1.03607
C -1.73817 -0.58751 1.62657
N -1.68441 -0.50497 2.98909
C -4.12259 -0.86707 1.86377
N -5.04523 -0.85121 2.55989
H -4.55056 -1.88790 -1.66791
H -5.17352 -1.11967 -0.25028
C -1.62411 1.45619 -4.35327
N -1.19679 1.45960 -2.96693
C -0.92014 2.56038 -2.19238
C -0.54113 2.07831 -0.98085
N -0.57904 0.70104 -1.00673
C -0.98486 0.36739 -2.21112
H -1.69256 2.48355 -4.70052
H -2.60059 0.98499 -4.45071
H -0.90050 0.92479 -4.96986
H -1.02289 3.56320 -2.56730
H -0.24684 2.61294 -0.09447
H -1.14628 -0.63917 -2.55461
*
```

E, eV: -48814.8195
ΔE to the lowest compared entry with this formula, charge and spin, eV: 0.000


# 6
Density functional theory data (ωB97M-V/def2-TZVPD) for a molecular structure, C19H19BeClN6O2P.

The geometry in ORCA input format:
```
! wB97M-V def2-TZVPD RIJCOSX def2/J DEFGRID3
* xyz 1 1
Be 0.39283 -0.19704 -1.31007
C -2.68248 2.95909 1.54282
N -1.62703 2.60372 0.63214
C -1.14412 3.37982 -0.41668
C -0.37208 2.57284 -1.18075
N -0.43255 1.24266 -0.67459
C -1.14535 1.32750 0.46060
P -1.26063 0.00282 1.69693
C -1.37294 -1.34356 0.46877
N -0.64276 -1.41269 -0.65412
C -1.14634 -2.58274 -1.30264
C -2.09777 -3.19597 -0.61373
N -2.27134 -2.40738 0.57281
C -3.21441 -2.75134 1.60688
C 0.12824 0.04409 2.86806
N 1.37460 0.04432 2.45430
C 2.18202 0.03280 3.59523
C 1.35569 0.23107 4.68272
N 0.05794 0.13223 4.23401
C -1.11253 0.06986 5.07561
H -3.58948 2.35282 1.31501
H -2.28727 2.76702 2.56420
H -2.97683 4.00553 1.50780
H -1.41284 4.38534 -0.59422
H 0.25417 2.89768 -2.01311
H -0.72712 -2.86946 -2.23625
H -2.69576 -4.06682 -0.76777
H -3.78025 -3.65061 1.34507
H -2.69379 -3.04485 2.54794
H -3.91752 -1.95420 1.81051
H 3.25654 0.07077 3.50202
H 1.59327 0.41370 5.73708
H -1.33019 -0.93469 5.49123
H -0.99033 0.66016 6.00023
H -1.99868 0.37743 4.52332
Cl 5.24358 0.11416 -6.14399
C 3.86541 -0.00813 -5.13182
C 2.61457 -0.27157 -5.78122
C 1.47278 -0.41844 -5.03115
C 1.51935 -0.20806 -3.63025
O 0.38983 -0.24663 -2.97706
C 2.77819 -0.03360 -2.98542
C 2.83575 0.01213 -1.58639
O 1.87228 -0.31844 -0.82246
C 3.94090 -0.02337 -3.72191
H 2.57467 -0.40768 -6.85340
H 0.52232 -0.75728 -5.47933
H 3.77036 0.29808 -1.07711
H 4.92707 0.10690 -3.24986
*
```

E, eV: -55257.6037
ΔE to the lowest compared entry with this formula, charge and spin, eV: 0.758


> The lowest ΔE to the lowest compared entry with this formula, charge and spin belongs to which entry?

C30H30N8OPt